[1]
Below is a molecular structure, C16H24Cl3GeIrN2O in a non-equilibrium geometry, with properties calculated with ωB97M-V/def2-TZVPD.

## Properties
- HOMO-LUMO gap (spin up / spin down): 6.99 / 6.99 eV
- Electronic energy: -118916.3525 eV
- LUMO (spin up / spin down): -8.9 / -8.9 eV
- Energy relative to the best compared isomer or geometry (same formula, charge and spin): 87.1 kJ/mol
- Charge: +2

Positions of all 48 atoms, in Å:
Ir  -0.812  0.112  -0.521
C  -2.757  -0.022  -0.991
C  -2.597  -1.154  -0.116
C  -2.188  -2.418  -0.669
C  -2.204  -3.553  0.097
C  -2.659  -3.479  1.414
C  -3.088  -2.275  1.988
C  -3.055  -1.128  1.247
H  -3.214  0.879  -0.568
H  -2.943  -0.173  -2.049
H  -1.886  -2.454  -1.708
H  -1.887  -4.502  -0.312
H  -2.686  -4.384  2.010
H  -3.441  -2.256  3.010
H  -3.405  -0.192  1.663
Cl  -1.105  0.758  3.214
Ge  0.030  -0.303  1.785
Cl  0.319  -2.317  2.295
Cl  1.875  0.699  1.583
N  -0.317  1.563  -1.801
C  0.229  2.294  -2.533
N  0.817  3.090  -3.334
C  0.898  2.795  -4.797
C  2.354  2.813  -5.237
C  3.123  4.022  -4.656
C  2.193  5.020  -3.971
C  1.433  4.368  -2.829
H  0.306  3.556  -5.303
H  0.425  1.831  -4.973
H  2.363  2.828  -6.327
H  2.831  1.881  -4.933
H  3.679  4.525  -5.444
H  3.863  3.676  -3.931
H  1.496  5.459  -4.686
H  2.763  5.848  -3.550
H  0.639  5.007  -2.445
H  2.108  4.104  -2.015
C  2.385  -0.715  -2.335
C  0.991  -1.311  -2.260
C  0.949  -2.794  -2.545
O  0.543  -1.107  -0.875
H  2.704  -0.678  -3.377
H  3.096  -1.327  -1.782
H  2.403  0.295  -1.923
H  0.320  -0.775  -2.933
H  1.646  -3.327  -1.899
H  1.231  -2.978  -3.582
H  -0.049  -3.205  -2.393

[2]
Below is C5H7N in the gas phase, with properties calculated with ωB97M-V/def2-TZVPD.

## Properties
- HOMO-LUMO gap: 8.45 eV
- Electronic energy: -6785.5151 eV
- LUMO: 0.6 eV
- Energy relative to the best compared isomer or geometry (same formula, charge and spin): 289.2 kJ/mol

Positions of all 13 atoms, in Å:
C  1.879  0.136  -0.189
C  0.418  0.233  0.204
C  -0.469  1.405  -0.033
C  -1.746  0.791  -0.087
C  -1.647  -0.596  -0.104
N  -0.371  -0.975  0.011
H  2.386  -0.647  0.389
H  2.018  -0.075  -1.253
H  2.356  1.092  0.037
H  0.358  0.495  1.288
H  -2.694  1.317  -0.118
H  -2.435  -1.343  -0.169
H  -0.041  -1.928  0.035

[3]
Below is a molecular structure, Cl2Hg5O20S3 in a non-equilibrium geometry, with properties calculated with ωB97M-V/def2-TZVPD.

## Properties
- HOMO-LUMO gap: 1.62 eV
- Electronic energy: -119308.2445 eV
- LUMO: -12.0 eV
- Energy relative to the best compared isomer or geometry (same formula, charge and spin): 1591.9 kJ/mol
- Charge: +2

Positions of all 30 atoms, in Å:
Hg  5.672  -3.237  -1.223
Hg  -0.837  -5.590  -5.419
Hg  -2.128  1.996  1.120
Hg  -1.387  3.094  -4.763
Hg  -1.673  -3.074  4.485
S  -4.789  1.587  5.302
O  -3.880  0.634  4.749
O  -5.921  1.038  5.984
O  -4.003  2.538  6.116
O  -5.342  2.236  4.079
S  -0.040  -1.668  -1.120
O  -0.545  -1.646  0.231
O  -0.331  -0.433  -1.778
O  1.358  -1.945  -0.956
O  -0.551  -2.754  -1.940
S  0.410  7.310  -1.936
O  0.389  7.341  -3.362
O  -0.234  6.010  -1.667
O  1.802  7.217  -1.313
O  -0.335  8.408  -1.310
Cl  -1.095  -8.313  2.222
O  -1.943  -9.040  1.329
O  -1.348  -6.938  1.958
O  -1.279  -7.955  3.624
O  0.310  -8.593  1.949
Cl  5.483  2.467  -3.239
O  5.974  1.136  -3.443
O  6.385  3.309  -4.073
O  4.174  2.305  -3.746
O  5.705  2.559  -1.857

[4]
Below is 4 unconnected molecules or ions with the total composition C3H14NO3 in a non-equilibrium geometry, with properties calculated with ωB97M-V/def2-TZVPD.

## Properties
- HOMO-LUMO gap: 10.90 eV
- Electronic energy: -10962.5967 eV
- LUMO: -3.0 eV
- Energy relative to the best compared isomer or geometry (same formula, charge and spin): 232.6 kJ/mol
- Charge: +1

Positions of all 21 atoms, in Å:
C  2.575  -1.107  -1.435
C  1.701  -0.392  -0.434
C  0.366  -0.488  -0.573
N  -0.502  -0.147  0.576
H  3.516  -0.616  -1.778
H  2.976  -1.982  -0.846
H  2.176  -1.611  -2.421
H  2.265  0.221  0.440
H  -0.165  -1.113  -1.058
H  -1.093  0.656  0.434
H  -0.923  -1.036  0.796
H  0.009  0.199  1.449
H  -2.157  -3.267  -0.485
H  -1.968  -3.223  0.966
O  -1.638  -2.860  0.207
H  -1.337  2.534  -0.843
H  -1.840  3.103  0.547
O  -1.960  2.366  -0.140
H  0.963  2.697  0.874
H  -0.009  2.524  2.100
O  0.255  2.227  1.239

[5]
Below is a molecular structure, C52H104Li3O17P in a non-equilibrium geometry, with properties calculated with ωB97M-V/def2-TZVPD.

## Properties
- HOMO-LUMO gap: 8.20 eV
- Electronic energy: -100323.3258 eV
- LUMO: 0.4 eV
- Energy relative to the best compared isomer or geometry (same formula, charge and spin): 14.6 kJ/mol

Positions of all 177 atoms, in Å:
Li  0.461  -2.617  0.105
Li  -0.734  1.825  -0.787
Li  2.388  0.067  -0.441
P  0.102  -0.406  -0.480
O  -0.452  -1.161  0.721
O  1.214  -1.365  -1.013
O  0.850  0.931  -0.079
O  -0.979  0.092  -1.475
C  -2.594  -3.615  3.644
C  -3.371  -3.858  4.916
C  -3.265  -2.583  5.762
O  -2.307  -1.893  5.092
C  -2.147  -2.184  3.701
H  -3.189  -3.763  2.743
H  -1.780  -4.335  3.558
H  -3.098  -4.721  5.523
H  -4.433  -4.013  4.726
H  -2.845  -2.885  6.721
H  -4.174  -2.002  5.915
H  -1.116  -2.078  3.364
H  -2.766  -1.533  3.085
C  -6.476  -0.288  -2.666
C  -6.860  -0.567  -1.244
C  -6.777  0.860  -0.656
O  -7.360  1.684  -1.673
C  -7.099  1.095  -2.970
H  -6.598  -0.992  -3.490
H  -5.397  -0.156  -2.749
H  -6.344  -1.263  -0.582
H  -7.907  -0.869  -1.218
H  -5.755  1.225  -0.557
H  -7.249  0.882  0.326
H  -6.396  1.669  -3.573
H  -8.034  1.075  -3.529
C  -2.813  -5.110  -1.382
C  -2.259  -4.338  -2.556
C  -1.033  -3.626  -2.007
O  -0.622  -4.336  -0.876
C  -1.804  -4.753  -0.256
H  -2.838  -6.179  -1.592
H  -3.832  -4.778  -1.182
H  -2.964  -3.643  -3.013
H  -1.937  -5.033  -3.331
H  -1.303  -2.589  -1.808
H  -0.190  -3.634  -2.698
H  -2.349  -4.142  0.463
H  -1.773  -5.639  0.379
C  -3.345  2.235  2.292
C  -2.802  3.602  2.570
C  -1.705  3.859  1.581
O  -1.703  2.752  0.634
C  -2.322  1.608  1.335
H  -4.362  2.276  1.902
H  -3.522  1.672  3.208
H  -2.349  3.717  3.554
H  -3.643  4.295  2.522
H  -0.788  3.764  2.163
H  -1.751  4.842  1.112
H  -1.579  0.972  1.816
H  -2.879  0.957  0.661
C  3.001  -4.853  -5.155
C  3.777  -6.161  -5.423
C  3.604  -6.930  -4.043
O  3.786  -5.814  -3.097
C  3.415  -4.620  -3.660
H  1.916  -4.905  -5.069
H  3.309  -4.043  -5.816
H  4.823  -6.036  -5.702
H  3.272  -6.585  -6.291
H  4.361  -7.700  -3.899
H  2.661  -7.451  -3.876
H  4.288  -3.969  -3.683
H  2.693  -4.055  -3.070
C  -3.274  2.591  -3.391
C  -2.189  2.012  -4.295
C  -0.775  2.305  -3.640
O  -1.162  3.124  -2.517
C  -2.416  3.751  -2.726
H  -3.578  1.796  -2.710
H  -4.149  3.065  -3.836
H  -2.308  2.493  -5.266
H  -2.340  0.958  -4.529
H  -0.108  2.977  -4.179
H  -0.231  1.433  -3.278
H  -2.311  4.633  -3.358
H  -2.951  4.077  -1.834
C  3.336  1.985  -3.371
C  2.815  2.878  -2.273
C  3.503  2.353  -0.988
O  3.838  0.965  -1.348
C  3.315  0.575  -2.694
H  4.367  2.143  -3.688
H  2.728  1.972  -4.275
H  1.727  2.838  -2.219
H  3.084  3.922  -2.433
H  2.851  2.512  -0.128
H  4.466  2.853  -0.889
H  2.289  0.270  -2.483
H  3.886  -0.296  -3.015
C  4.178  4.530  2.496
C  3.815  3.383  3.300
C  2.466  3.841  3.963
O  2.678  5.182  4.230
C  3.272  5.668  3.014
H  3.897  4.310  1.466
H  5.243  4.755  2.544
H  4.521  3.266  4.122
H  3.748  2.450  2.740
H  2.292  3.421  4.953
H  1.591  3.637  3.346
H  3.750  6.642  3.112
H  2.379  5.936  2.450
C  -0.574  -2.079  -4.925
C  -0.653  -1.735  -6.381
C  0.192  -0.525  -6.442
O  1.192  -0.627  -5.395
C  0.690  -1.382  -4.329
H  -0.502  -3.159  -4.800
H  -1.459  -1.796  -4.355
H  -1.678  -1.509  -6.675
H  -0.145  -2.493  -6.977
H  -0.389  0.350  -6.149
H  0.688  -0.294  -7.385
H  0.424  -0.697  -3.524
H  1.370  -2.136  -3.933
C  0.545  8.477  0.573
C  -0.473  7.467  0.558
C  0.076  6.217  -0.228
O  1.108  6.835  -0.997
C  1.743  7.786  -0.223
H  0.849  8.630  1.608
H  0.305  9.464  0.179
H  -1.389  7.857  0.114
H  -0.686  7.252  1.605
H  -0.681  5.811  -0.899
H  0.422  5.451  0.467
H  2.198  8.456  -0.953
H  2.539  7.280  0.324
C  2.726  -5.694  0.135
C  1.939  -6.188  1.341
C  1.343  -4.992  1.990
O  1.617  -3.964  1.103
C  2.859  -4.226  0.514
H  2.208  -5.709  -0.823
H  3.744  -6.085  0.135
H  2.480  -6.836  2.031
H  1.111  -6.814  1.009
H  1.728  -4.802  2.992
H  0.257  -5.056  1.931
H  3.589  -3.928  1.266
H  2.891  -3.575  -0.360
C  3.338  -0.844  3.699
C  4.495  -1.516  3.078
C  4.368  -1.051  1.587
O  3.342  -0.176  1.415
C  2.468  -0.626  2.452
H  3.584  0.132  4.118
H  2.790  -1.344  4.498
H  4.289  -2.586  3.062
H  5.508  -1.285  3.407
H  4.111  -1.937  1.006
H  5.321  -0.678  1.212
H  1.948  -1.529  2.133
H  1.571  -0.043  2.664
C  0.033  1.692  6.944
C  -0.798  2.245  5.775
C  -0.581  1.236  4.716
O  0.464  0.412  5.187
C  0.316  0.263  6.575
H  -0.443  1.812  7.917
H  0.995  2.203  7.003
H  -0.387  3.202  5.456
H  -1.844  2.406  6.034
H  -0.338  1.771  3.798
H  -1.488  0.663  4.522
H  1.120  -0.202  7.146
H  -0.583  -0.346  6.678